[1]
One molecule with the formula C4H9NO2. Source: OMol25; level of theory: ωB97M-V with the def2-TZVPD basis set.

Element x y z (Å)
C 0.6059 0.0715 0.3689
C 0.2527 -0.5382 -0.9824
C 1.3189 -0.1521 -2.0025
O 0.3240 -1.9845 -0.9558
C -0.6735 0.7781 0.9528
N -0.8488 0.6422 2.3050
O -1.4293 1.4602 0.3100
H 1.1278 -0.4843 1.1329
H 1.3159 0.8953 0.2213
H -0.7513 -0.2808 -1.2845
H 2.2677 -0.6984 -2.1029
H 1.0046 -0.1116 -3.0873
H 1.6838 0.8718 -1.9386
H 0.8502 -2.2912 -0.2116
H -0.1995 0.2735 2.9673
H -1.7581 0.9201 2.7069

As for the SMILES: C[C@@H](O)CC(N)=O. As for the LUMO energy: 0.73 eV. The orbital gap comes out at 10.77 eV. For the largest force on an atom, the calculation gives 3.3 eV/A. As for the energy above the lowest of the compared OMol25 structures with the same formula, charge and spin: 31.5 kcal per mole. The calculation puts the HOMO energy at -10.0 eV.

Here is what natural (NBO) gives for the atomic charges, in e: -0.5321 0.0836 -0.6452 -0.7246 0.6927 -0.8410 -0.6062 0.2142 0.2386 0.2167 0.2229 0.2199 0.2029 0.4635 0.3914 0.4027



[2]
A 2-piece molecular cluster, C4H9NO2 overall. Source: OMol25; level of theory: ωB97M-V with the def2-TZVPD basis set.

Element x y z (Å)
C 0.7785 1.5987 -1.8431
C 0.6797 2.0239 -0.3938
N 1.8209 1.8758 0.3504
O -0.3605 2.4063 0.0901
H 1.7373 1.1385 -2.0640
H 0.5926 2.4561 -2.4855
H -0.0204 0.8810 -2.0240
H 2.7030 1.8801 -0.1284
H 1.7994 2.3375 1.2379
C -1.6152 -3.6376 1.0757
C -0.7731 -2.6226 0.9645
O -0.8561 -1.7181 -0.0588
H -1.5186 -4.3635 1.8661
H -2.4443 -3.7968 0.4065
H 0.0560 -2.4967 1.6531
H -0.4210 -0.9088 0.2377

As for the SMILES: CC(N)=O.C=CO. As for the LUMO energy: 0.65 eV. The orbital gap comes out at 9.69 eV. For the largest force on an atom, the calculation gives 0.4 eV/A. As for the energy above the lowest of the compared OMol25 structures with the same formula, charge and spin: 33.3 kcal per mole. The calculation puts the HOMO energy at -9.0 eV.

Here is what natural (NBO) gives for the atomic charges, in e: -0.7201 0.6694 -0.8276 -0.6053 0.2085 0.2430 0.2480 0.3868 0.3972 -0.5014 0.1329 -0.6855 0.2045 0.2053 0.1639 0.4804



[3]
One molecule with the formula C4H9NO2S. Source: OMol25; level of theory: ωB97M-V with the def2-TZVPD basis set.

Element x y z (Å)
C -0.2529 2.2251 -1.0394
C -0.3251 0.7112 -1.4120
C -0.6577 -0.7260 0.5081
C -0.1184 -1.7862 1.3277
H 0.8560 2.3699 -1.1255
H -0.6175 2.8933 -1.9126
H -0.7091 2.3137 0.0329
H -1.3386 0.5174 -1.7119
H 0.3227 0.4612 -2.2061
H 1.7024 -0.3117 0.2942
H -0.6039 -2.1333 2.2918
H 0.2454 -2.6337 0.6920
H 1.1123 -1.0580 2.7675
N 0.0746 -0.2252 -0.4278
O 1.3167 -0.9256 -0.4773
O 1.2412 -1.3029 1.7274
S -2.2483 -0.3894 0.6709

As for the SMILES: CCN(O)C(=S)CO. As for the LUMO energy: 0.43 eV. The orbital gap comes out at 8.69 eV. For the largest force on an atom, the calculation gives 6.1 eV/A. As for the energy above the lowest of the compared OMol25 structures with the same formula, charge and spin: 110.5 kcal per mole. The calculation puts the HOMO energy at -8.3 eV.

Here is what natural (NBO) gives for the atomic charges, in e: -0.6358 -0.2439 0.0664 -0.1377 0.2052 0.2327 0.2426 0.2287 0.2162 0.5137 0.2283 0.2295 0.4736 -0.1245 -0.5392 -0.7619 -0.1940



[4]
One molecule with the formula C4H9NO2S. Source: OMol25; level of theory: ωB97M-V with the def2-TZVPD basis set.

Element x y z (Å)
C 1.3769 0.3291 0.3219
C 0.1483 -0.8911 -1.5933
C -1.1932 2.1693 0.2692
C 0.1086 -0.4306 -0.0737
N -0.0194 -1.9968 0.8670
O 2.0882 -0.0560 1.3825
O 1.6776 1.2767 -0.3491
S -1.4728 0.3413 0.4489
H 0.2514 0.0218 -2.0545
H -0.8281 -1.4947 -1.8277
H 0.9826 -1.5582 -1.8723
H -1.9501 2.5119 -0.4581
H -0.1520 2.2603 -0.1445
H -1.3523 2.7321 1.1930
H -0.5142 -2.6640 0.3899
H -0.6723 -1.7417 1.6648
H 1.5209 -0.8093 1.8361

As for the SMILES: CS[C@](C)(N)C(=O)O. As for the LUMO energy: 0.65 eV. The orbital gap comes out at 9.76 eV. For the largest force on an atom, the calculation gives 6.3 eV/A. As for the energy above the lowest of the compared OMol25 structures with the same formula, charge and spin: 50.6 kcal per mole. The calculation puts the HOMO energy at -9.1 eV.

Here is what natural (NBO) gives for the atomic charges, in e: 0.7402 -0.6302 -0.7506 -0.0602 -0.8879 -0.6513 -0.5815 0.1980 0.2295 0.2213 0.2263 0.2225 0.2658 0.2262 0.3545 0.3565 0.5208



[5]
One molecule with the formula C4H9NO2S. Source: OMol25; level of theory: ωB97M-V with the def2-TZVPD basis set.

Element x y z (Å)
C 0.4413 1.4270 -0.0482
C 0.6574 -1.0252 0.0700
C -0.0958 0.1092 -0.5910
C -1.5514 -0.0889 -0.2038
N 3.0756 -0.1597 1.3593
O 3.1901 -0.4757 -1.2383
O 1.8367 1.3852 -0.2762
S 2.5016 -0.0899 -0.0676
H -0.1058 2.1870 -0.6086
H 0.4394 1.3993 1.0895
H 0.4684 -1.0739 1.1661
H 0.8592 -1.9606 -0.5744
H -0.0258 0.2722 -1.7312
H -2.0907 -0.8007 -0.9402
H -2.1949 0.7999 -0.3555
H -1.6842 -0.3744 0.9118
H 3.5117 -1.0298 1.5162

As for the SMILES: C[C@H]1CO[S@](=N)(=O)C1. As for the LUMO energy: 0.77 eV. The orbital gap comes out at 10.00 eV. For the largest force on an atom, the calculation gives 5.0 eV/A. As for the energy above the lowest of the compared OMol25 structures with the same formula, charge and spin: 91.2 kcal per mole. The calculation puts the HOMO energy at -9.2 eV.

Here is what natural (NBO) gives for the atomic charges, in e: -0.0731 -0.5639 -0.3054 -0.6230 -1.1592 -0.9079 -0.6909 2.1510 0.2180 0.1931 0.2405 0.2546 0.2321 0.2277 0.2135 0.2146 0.3783



[6]
One molecule with the formula C4H9NO2S. Source: OMol25; level of theory: ωB97M-V with the def2-TZVPD basis set.

Element x y z (Å)
C 1.5853 0.8637 -0.4796
C 0.8540 1.1315 0.8121
C 1.5153 -0.6543 -0.6826
C -2.3521 -1.1218 0.2061
N -0.2267 -0.2022 0.7165
O -2.0756 1.4163 -0.2252
O 0.5279 -1.2089 0.1976
S -1.4104 0.2219 -0.6194
H 1.0537 1.2868 -1.2279
H 2.4997 1.3725 -0.4129
H 1.4119 1.0300 1.6595
H 0.3791 2.0669 1.0078
H 1.2868 -1.0438 -1.6312
H 2.5445 -0.9659 -0.5625
H -3.3509 -1.2041 -0.1464
H -2.3774 -0.8730 1.2185
H -1.8651 -2.1155 0.1696

As for the LUMO energy: 0.81 eV. The orbital gap comes out at 9.61 eV. For the largest force on an atom, the calculation gives 4.6 eV/A. As for the energy above the lowest of the compared OMol25 structures with the same formula, charge and spin: 120.9 kcal per mole. The calculation puts the HOMO energy at -8.8 eV.

Here is what natural (NBO) gives for the atomic charges, in e: -0.4686 -0.2286 -0.1048 -0.8195 -0.2940 -0.9631 -0.3878 1.3407 0.2077 0.2257 0.1939 0.2273 0.1887 0.1874 0.2169 0.2401 0.2381



[7]
A 2-piece molecular cluster, C4H9NO3 overall. Source: OMol25; level of theory: ωB97M-V with the def2-TZVPD basis set.

Element x y z (Å)
C -0.7454 0.4972 1.5557
N 0.3652 0.1577 0.9242
C -0.3098 1.4075 -1.1122
C 0.5203 0.1556 -0.5510
C 1.9488 0.3698 -0.9466
O 2.7284 0.8415 -0.1569
O -0.6852 0.7244 2.7466
H -1.7083 0.4176 1.0880
H 1.0740 -0.2044 1.3770
H -0.2717 2.3857 -0.4833
H -1.3568 1.1785 -1.0006
H 0.0382 1.6504 -2.1386
H 0.0333 -0.6606 -1.1512
H 2.2977 -0.0001 -1.8450
H -1.0343 -2.4696 1.0779
H -1.6982 -3.6293 0.3675
O -1.1963 -2.8219 0.2484

As for the charge: -1. As for the LUMO energy (alpha / beta): 3.11 / 3.04 eV. Its multiplicity is 2. The orbital gap (alpha / beta) comes out at 2.51 / 6.75 eV. For the largest force on an atom, the calculation gives 7.2 eV/A. As for the energy above the lowest of the compared OMol25 structures with the same formula, charge and spin: 54.9 kcal per mole. The calculation puts the HOMO energy (alpha / beta) at 0.6 / -3.7 eV.

Here is what natural (NBO) gives for the atomic charges, in e: 0.5103 -0.5821 -0.7156 -0.1447 0.0407 -0.7435 -0.6662 0.1124 0.3978 0.1868 0.1617 0.2042 0.1686 0.0758 0.4705 0.4575 -0.9341



[8]
A 2-piece molecular cluster, C4H9NO3 overall. Source: OMol25; level of theory: ωB97M-V with the def2-TZVPD basis set.

Element x y z (Å)
O -1.1026 -1.0600 2.4227
C -1.5976 -1.0448 1.2941
C -0.9573 -0.0580 0.2205
C -0.0202 -0.9270 -0.5675
C 0.3882 -0.2953 -1.9448
O 0.7255 -0.7903 -3.0160
N -0.1690 0.9001 1.0235
H -2.5662 -1.4889 0.9549
H -1.7576 0.3116 -0.5243
H 0.8966 -1.0962 -0.1045
H -0.4411 -1.9342 -0.8689
H 0.3616 0.8024 -1.9847
H 0.4135 0.2890 1.6691
H -0.7585 1.5055 1.4660
H 2.9503 1.7601 0.1751
H 1.4695 1.3711 0.1850
O 2.1648 1.7550 -0.4002

As for the SMILES: N[C@H](C=O)CC=O.O. As for the LUMO energy: 0.31 eV. The orbital gap comes out at 9.95 eV. For the largest force on an atom, the calculation gives 4.4 eV/A. As for the energy above the lowest of the compared OMol25 structures with the same formula, charge and spin: 64.6 kcal per mole. The calculation puts the HOMO energy at -9.6 eV.

Here is what natural (NBO) gives for the atomic charges, in e: -0.5263 0.4271 -0.1588 -0.5303 0.4479 -0.5160 -0.8398 0.1338 0.2240 0.2408 0.2364 0.1227 0.3919 0.3741 0.4616 0.4835 -0.9725



[9]
A 2-piece molecular cluster, C4H9NO3 overall. Source: OMol25; level of theory: ωB97M-V with the def2-TZVPD basis set.

Element x y z (Å)
C 0.4534 0.2436 1.0476
C 1.1794 0.9874 0.2183
C 0.9704 -0.9228 1.8103
C 0.6565 2.1686 -0.5091
N -1.8827 -1.6692 -1.7032
O -0.9408 -0.7242 -1.1795
O -0.6450 2.1266 -0.8462
O 1.3409 3.1175 -0.7851
H -1.0071 1.2307 -0.7349
H -0.6007 0.4625 1.2061
H -2.6696 -1.1334 -2.0403
H -2.2135 -2.2086 -0.8924
H 2.2423 0.8262 0.1074
H -0.1532 -0.8311 -1.7244
H 0.4504 -1.8290 1.4947
H 2.0395 -1.0533 1.6535
H 0.7799 -0.7916 2.8772

As for the SMILES: C/C=C/C(=O)O.NO. As for the LUMO energy: 0.54 eV. The orbital gap comes out at 10.45 eV. For the largest force on an atom, the calculation gives 0.6 eV/A. As for the energy above the lowest of the compared OMol25 structures with the same formula, charge and spin: 66.1 kcal per mole. The calculation puts the HOMO energy at -9.9 eV.

Here is what natural (NBO) gives for the atomic charges, in e: -0.0862 -0.3634 -0.6508 0.7528 -0.5187 -0.6232 -0.6878 -0.5665 0.5024 0.1968 0.3378 0.3373 0.2221 0.4825 0.2236 0.2160 0.2251



[10]
C4H9NO3 as an isolated structure. Source: OMol25; level of theory: ωB97M-V with the def2-TZVPD basis set.

Element x y z (Å)
O -0.3731 -1.5993 -0.1783
C -1.0728 -0.8923 0.7234
O -0.9261 0.3529 0.9167
C -1.8523 -1.8500 1.6441
H -1.9027 -1.4146 2.6962
H -2.8368 -2.1486 1.2817
H -1.2305 -2.7661 1.7026
O 2.0908 1.8296 0.6356
C 1.0287 2.0399 0.0646
C 0.6702 1.2941 -1.2290
N 1.3865 0.0531 -1.4252
H 0.2750 2.7497 0.4647
H -0.4155 1.1194 -1.2568
H 0.8418 1.9838 -2.1065
H 1.8492 0.0254 -2.3882
H 2.1370 0.0901 -0.6943
H 0.3307 -0.8670 -0.8513

As for the LUMO energy: 0.64 eV. The orbital gap comes out at 10.51 eV. For the largest force on an atom, the calculation gives 3.6 eV/A. As for the energy above the lowest of the compared OMol25 structures with the same formula, charge and spin: 36.5 kcal per mole. The calculation puts the HOMO energy at -9.9 eV.

Here is what natural (NBO) gives for the atomic charges, in e: -0.7377 0.8029 -0.6870 -0.7250 0.2330 0.2374 0.2364 -0.5487 0.4525 -0.3386 -0.8341 0.1499 0.2327 0.2096 0.4023 0.4139 0.5006